C60H124F4N11O16S4 | ωB97M-V/def2-TZVPD

The geometry in XYZ format:
```
219
Properties=species:S:1:pos:R:3
C 0.235 -6.979 -0.616
C 1.711 -7.155 -0.412
N 2.166 -5.935 0.327
C 2.669 -4.827 -0.307
C 2.917 -3.883 0.665
N 2.625 -4.459 1.872
C 2.221 -5.733 1.650
C 2.889 -3.851 3.169
H -0.277 -7.042 0.340
H -0.074 -7.779 -1.295
H 0.066 -6.094 -1.230
H 2.275 -7.279 -1.334
H 1.906 -8.033 0.203
H 2.782 -4.855 -1.378
H 3.361 -2.897 0.671
H 1.962 -6.550 2.304
H 3.865 -3.397 3.318
H 2.854 -4.633 3.926
H 2.081 -3.127 3.220
C -0.379 -2.787 -0.839
C -0.973 -1.572 -1.520
N -0.717 -0.279 -0.877
C -1.572 0.463 -0.094
C -0.812 1.518 0.339
N 0.486 1.394 -0.095
C 0.495 0.261 -0.843
C 1.616 2.261 0.204
H -0.628 -3.665 -1.438
H -0.825 -2.992 0.136
H 0.702 -2.712 -0.735
H -2.037 -1.621 -1.736
H -0.403 -1.486 -2.449
H -2.569 0.089 0.062
H -1.143 2.353 0.943
H 1.404 -0.135 -1.271
H 2.269 2.319 -0.686
H 2.189 1.932 1.076
H 1.261 3.258 0.472
C -0.211 -3.695 3.771
C -1.714 -3.763 3.919
C -2.158 -3.618 5.330
N -3.661 -3.705 5.593
C -4.232 -5.016 5.069
C -4.400 -2.526 4.925
C -5.545 -2.147 5.853
C -5.412 -3.023 7.087
C -4.006 -3.590 7.062
H 0.283 -2.779 4.095
H 0.210 -3.873 2.781
H 0.249 -4.506 4.347
H -1.977 -4.745 3.525
H -2.160 -3.028 3.246
H -1.850 -2.671 5.782
H -1.608 -4.321 5.961
H -3.907 -5.039 4.030
H -5.314 -4.917 5.041
H -3.796 -5.882 5.560
H -4.699 -2.918 3.953
H -3.639 -1.775 4.723
H -6.518 -2.301 5.394
H -5.418 -1.118 6.185
H -6.227 -3.717 7.293
H -5.399 -2.488 8.041
H -3.841 -4.519 7.606
H -3.323 -2.904 7.566
C -1.446 -4.800 -4.229
C -2.831 -4.525 -3.615
C -3.942 -4.814 -4.593
N -5.356 -4.594 -4.018
C -5.440 -3.082 -3.561
C -6.455 -4.725 -5.029
C -7.620 -5.243 -4.224
C -7.076 -6.178 -3.096
C -5.664 -5.606 -2.883
H -1.481 -4.514 -5.280
H -1.335 -5.885 -4.190
H -0.687 -4.279 -3.650
H -2.857 -3.469 -3.348
H -2.956 -5.138 -2.721
H -3.984 -5.851 -4.934
H -3.797 -4.217 -5.494
H -6.407 -3.033 -3.067
H -5.336 -2.518 -4.482
H -4.676 -2.869 -2.820
H -6.725 -3.862 -5.631
H -6.097 -5.561 -5.635
H -8.099 -4.420 -3.687
H -8.443 -5.643 -4.814
H -7.659 -6.030 -2.191
H -7.091 -7.217 -3.421
H -5.644 -5.065 -1.940
H -4.802 -6.269 -2.905
C -2.228 1.300 -3.849
C -1.157 2.174 -4.465
C -0.074 2.727 -3.540
N 0.893 3.764 -4.098
C 1.637 3.106 -5.262
C 1.777 4.414 -3.075
C 2.062 5.843 -3.576
C 1.057 6.099 -4.685
C 0.040 4.954 -4.611
H -3.003 1.104 -4.588
H -2.688 1.804 -2.997
H -1.801 0.363 -3.486
H -1.710 3.012 -4.893
H -0.734 1.540 -5.247
H 0.498 1.979 -2.986
H -0.586 3.215 -2.702
H 2.329 3.864 -5.630
H 0.926 2.803 -6.025
H 2.255 2.239 -5.026
H 2.693 3.828 -3.089
H 1.230 4.458 -2.133
H 3.065 5.911 -3.992
H 1.883 6.529 -2.751
H 1.533 6.101 -5.669
H 0.599 7.086 -4.641
H -0.440 4.723 -5.556
H -0.595 5.103 -3.737
C 7.471 3.763 -0.549
C 6.253 3.104 -1.157
C 6.105 1.659 -0.728
N 4.979 0.898 -1.495
C 3.660 1.601 -1.327
C 5.247 0.740 -2.986
C 5.941 -0.604 -3.152
C 6.031 -1.291 -1.780
C 4.926 -0.572 -1.039
H 8.425 3.288 -0.792
H 7.356 3.896 0.523
H 7.566 4.777 -0.930
H 6.268 3.268 -2.238
H 5.385 3.678 -0.875
H 5.876 1.504 0.326
H 7.014 1.092 -0.934
H 3.525 2.425 -2.022
H 3.549 1.900 -0.299
H 2.909 0.846 -1.546
H 4.319 0.828 -3.549
H 5.853 1.578 -3.333
H 5.214 -1.156 -3.751
H 6.861 -0.670 -3.731
H 5.904 -2.343 -2.028
H 6.974 -1.121 -1.262
H 3.929 -0.917 -1.314
H 5.018 -0.538 0.046
C -1.155 8.189 4.477
C -0.075 7.245 5.031
C 0.215 6.103 4.042
N 1.398 5.229 4.473
C 2.608 6.107 4.755
C 1.763 4.221 3.340
C 2.542 3.095 4.009
C 2.162 3.192 5.499
C 1.150 4.341 5.666
H -1.816 7.676 3.778
H -0.656 8.994 3.935
H -1.717 8.715 5.247
H -0.437 6.869 5.990
H 0.766 7.919 5.182
H 0.361 6.555 3.062
H -0.583 5.367 3.947
H 3.461 5.479 5.008
H 2.395 6.668 5.660
H 2.768 6.654 3.829
H 2.252 4.796 2.558
H 0.774 3.912 2.995
H 3.610 3.233 3.837
H 2.385 2.060 3.697
H 3.009 3.291 6.179
H 1.628 2.319 5.876
H 1.186 4.966 6.557
H 0.144 3.924 5.604
N -4.471 -4.370 1.533
S -3.930 -2.995 0.653
O -3.652 -3.216 -0.728
O -3.191 -1.957 1.333
F -5.365 -2.337 0.583
S -3.434 -5.313 0.912
O -2.037 -5.030 1.159
O -3.754 -6.021 -0.307
F -3.717 -6.529 1.977
N 4.248 6.329 1.775
S 4.716 5.235 0.852
O 5.951 5.328 0.108
O 3.704 4.368 0.310
F 5.297 4.260 2.019
S 4.574 7.628 0.760
O 3.791 7.712 -0.450
O 5.935 8.093 0.696
F 3.849 8.756 1.671
C 0.988 -0.838 2.457
C 2.435 -0.397 2.121
O 3.281 -1.274 1.873
O 2.710 0.818 2.311
H 0.996 -1.144 3.507
H 0.766 -1.806 1.994
H 0.155 -0.183 2.207
C 2.896 -1.889 -5.018
C 2.291 -1.211 -3.822
O 2.238 -1.795 -2.718
O 1.931 -0.009 -4.026
H 2.997 -1.224 -5.873
H 2.223 -2.662 -5.398
H 3.842 -2.372 -4.771
C 0.175 6.492 0.046
C -0.775 5.332 0.165
O -1.059 4.772 -0.927
O -1.197 4.943 1.285
H -0.149 7.198 -0.717
H 1.184 6.142 -0.185
H 0.300 6.975 1.018
C -5.455 0.677 -1.590
C -6.520 0.920 -2.702
O -7.684 1.123 -2.278
O -6.197 0.694 -3.887
H -4.453 0.640 -2.031
H -5.691 -0.243 -1.054
H -5.315 1.485 -0.869
```

E_HOMO	-7.245	eV
lowest unoccupied orbital energy	-2.10	eV
total charge	+1
orbital gap	5.145	eV
E_tot	-167579.56226	eV